No. 1
Molecular formula: C38H63BaF4N11OP
Method: DFT, ωB97M-V/def2-TZVPD

Calculated values
Total energy = -79714.9792 eV
ΔE to the lowest compared entry with this formula, charge and spin = 3.6215 eV
Molar mass = 934.3 g mol⁻¹
LUMO energy = -2.64 eV
Gap between HOMO and LUMO = 5.9 eV
Charge = +1

Positions of all 119 atoms, in Å:
Ba 0.667 -0.793 -0.843
C 4.179 -1.153 0.553
N 4.427 -2.160 -0.465
C 5.421 -3.107 0.009
C 4.794 -1.551 -1.749
C 3.597 -1.379 -2.668
N 2.735 -0.291 -2.220
C 2.097 0.449 -3.138
C 1.578 1.715 -2.756
F 1.789 2.123 -1.468
C 0.904 2.561 -3.606
F 0.459 3.731 -3.128
C 0.705 2.245 -4.934
C 1.171 1.007 -5.343
F 0.965 0.623 -6.607
C 1.803 0.128 -4.492
F 2.060 -1.115 -4.952
H 5.120 -0.676 0.888
H 3.702 -1.617 1.422
H 3.523 -0.378 0.160
H 5.079 -3.559 0.945
H 6.399 -2.634 0.195
H 5.561 -3.906 -0.721
H 5.506 -2.208 -2.257
H 5.285 -0.578 -1.604
H 3.072 -2.345 -2.699
H 3.989 -1.195 -3.671
H 0.210 2.926 -5.611
C -1.397 -4.560 -2.371
C -0.048 -4.121 -1.867
O 0.254 -2.921 -1.777
N 0.804 -5.107 -1.569
C 2.197 -4.914 -1.173
C 2.440 -5.109 0.303
C 2.971 -6.311 0.757
C 3.236 -6.469 2.107
C 2.968 -5.412 2.957
C 2.426 -4.254 2.417
N 2.151 -4.094 1.122
H -2.089 -3.722 -2.328
H -1.795 -5.392 -1.790
H -1.302 -4.874 -3.412
H 0.465 -6.053 -1.624
H 2.486 -3.902 -1.445
H 2.810 -5.624 -1.727
H 3.188 -7.109 0.056
H 3.651 -7.395 2.484
H 3.171 -5.478 4.017
H 2.213 -3.405 3.051
N 4.033 3.603 3.011
C 2.765 2.918 3.458
C 2.644 1.609 2.687
N 2.686 1.803 1.254
C 3.843 2.544 0.803
C 4.015 3.875 1.528
H 4.815 2.977 3.207
H 4.188 4.461 3.534
H 1.936 3.585 3.227
H 2.818 2.759 4.534
H 1.718 1.112 2.957
H 3.469 0.943 2.976
H 1.812 2.153 0.871
H 3.759 2.732 -0.267
H 4.739 1.930 0.962
H 3.174 4.538 1.331
H 4.944 4.372 1.255
N -0.334 -1.541 3.167
C 0.670 -1.060 2.841
H -1.255 -1.898 3.332
N -0.951 0.482 0.450
P -2.320 1.088 0.145
N -2.289 2.747 -0.150
C -3.474 3.593 -0.104
C -3.572 4.345 1.226
C -2.283 5.122 1.511
C -1.064 4.201 1.413
C -1.053 3.490 0.059
N -3.471 0.870 1.403
C -3.000 0.261 2.638
C -3.723 0.846 3.847
C -5.232 0.643 3.699
C -5.706 1.231 2.371
C -4.902 0.656 1.207
N -3.264 0.561 -1.173
C -3.385 -0.896 -1.239
C -4.584 -1.292 -2.092
C -4.443 -0.695 -3.493
C -4.239 0.818 -3.397
C -3.046 1.136 -2.502
H -4.362 2.980 -0.265
H -3.417 4.322 -0.924
H -3.734 3.615 2.024
H -4.426 5.028 1.199
H -2.337 5.581 2.500
H -2.179 5.936 0.783
H -1.114 3.435 2.197
H -0.143 4.783 1.546
H -0.229 2.781 -0.004
H -0.937 4.233 -0.741
H -1.927 0.422 2.688
H -3.188 -0.834 2.622
H -3.501 1.916 3.909
H -3.361 0.370 4.764
H -5.769 1.103 4.532
H -5.454 -0.430 3.721
H -5.583 2.317 2.392
H -6.767 1.016 2.217
H -5.215 1.112 0.272
H -5.123 -0.424 1.138
H -3.477 -1.291 -0.225
H -2.474 -1.344 -1.677
H -5.488 -0.900 -1.620
H -4.676 -2.381 -2.140
H -5.322 -0.928 -4.097
H -3.577 -1.142 -3.995
H -5.132 1.279 -2.963
H -4.086 1.250 -4.389
H -2.910 2.210 -2.408
H -2.133 0.726 -2.971

Here are the Mulliken charges for atoms 1 to 8, given in e:
1 Ba 1.591
2 C -0.805
3 N 1.038
4 C -1.343
5 C -1.412
6 C -0.815
7 N -0.495
8 C 0.614

---

No. 2
Molecular formula: C38H64BO20P5
Method: DFT, ωB97M-V/def2-TZVPD

Calculated values
Total energy = -128522.1679 eV
Structure (SMILES) = C#CCC1=CC(=O)c2c(B(O)CC)c(O)c(Cc3ccccc3)c(P(CC)CC)c2C1=O.COP(=O)(OC)OC.COP(=O)(OC)OC.COP(=O)(OC)OC.COP(=O)(OC)OC
Molar mass = 1006.6 g mol⁻¹
LUMO energy = -0.40 eV
Gap between HOMO and LUMO = 7.3 eV

Positions of all 128 atoms, in Å:
C 0.910 0.640 -7.024
C -0.014 1.027 -6.340
C -1.213 1.698 -5.748
C -1.727 0.933 -4.525
C -2.371 -0.224 -4.561
C -2.835 -0.904 -3.269
O -3.893 -1.473 -3.156
C -1.817 -0.729 -2.130
C -1.573 -1.741 -1.216
B -2.303 -3.153 -1.201
O -3.527 -3.242 -0.588
C -1.686 -4.452 -1.884
C -1.238 -4.212 -3.385
C -0.597 -1.463 -0.228
O -0.410 -2.470 0.710
C 0.127 -0.274 -0.179
C 1.141 -0.154 0.966
C 2.145 -1.306 1.077
C 2.059 -2.115 2.230
C 2.918 -3.172 2.491
C 3.930 -3.482 1.563
C 4.020 -2.697 0.424
C 3.149 -1.627 0.160
C -0.116 0.771 -1.135
P 0.909 2.290 -0.993
C 0.691 3.552 -2.330
C 1.954 4.472 -2.381
C 2.676 1.706 -1.265
C 2.830 1.220 -2.771
C -1.122 0.509 -2.073
C -1.566 1.517 -3.106
O -1.943 2.651 -2.926
H 1.710 0.408 -7.705
H -0.968 2.719 -5.418
H -2.020 1.735 -6.499
H -2.565 -0.705 -5.532
H -3.786 -4.172 -0.595
H -0.799 -4.837 -1.349
H -2.424 -5.277 -1.918
H -0.175 -4.476 -3.524
H -1.815 -4.831 -4.087
H -1.343 -3.142 -3.628
H 0.326 -3.015 0.389
H 0.547 -0.128 1.901
H 1.705 0.791 0.964
H 1.298 -1.877 2.984
H 2.783 -3.717 3.432
H 4.616 -4.298 1.801
H 4.818 -2.919 -0.291
H 3.256 -1.050 -0.762
H 0.427 3.182 -3.333
H -0.139 4.212 -2.021
H 2.267 4.771 -1.363
H 1.642 5.407 -2.878
H 2.777 3.979 -2.912
H 2.923 0.837 -0.651
H 3.392 2.526 -1.127
H 1.859 0.988 -3.238
H 3.412 0.277 -2.794
H 3.399 1.939 -3.379
C -5.983 1.255 -3.782
O -6.972 1.242 -4.818
P -8.436 0.792 -4.418
O -9.087 1.590 -3.385
O -8.286 -0.749 -4.033
C -7.655 -1.643 -4.952
O -9.162 0.779 -5.830
C -10.563 0.496 -5.823
H -5.412 2.179 -3.856
H -6.432 1.191 -2.790
H -5.313 0.409 -3.927
H -6.751 -2.040 -4.489
H -7.389 -1.153 -5.889
H -8.338 -2.465 -5.163
H -10.781 -0.371 -5.196
H -10.868 0.278 -6.844
H -11.115 1.362 -5.460
C 2.594 6.741 1.285
O 3.903 6.849 0.717
P 5.074 6.058 1.437
O 4.890 4.613 1.531
O 5.226 6.787 2.849
C 5.402 8.204 2.890
O 6.351 6.523 0.620
C 7.591 5.903 0.969
H 1.880 6.573 0.482
H 2.527 5.920 1.999
H 2.350 7.677 1.789
H 4.553 8.648 3.408
H 5.479 8.640 1.893
H 6.313 8.425 3.444
H 7.729 5.892 2.052
H 8.396 6.480 0.518
H 7.619 4.884 0.584
C 0.471 -5.971 2.857
O 1.370 -6.487 3.844
P 2.109 -7.849 3.515
O 2.939 -7.846 2.315
O 0.942 -8.938 3.483
C 0.049 -9.041 4.593
O 2.875 -8.133 4.875
C 3.740 -9.271 4.894
H 0.655 -4.905 2.743
H 0.603 -6.460 1.891
H -0.554 -6.121 3.197
H -0.959 -8.801 4.256
H 0.321 -8.367 5.406
H 0.067 -10.066 4.961
H 3.243 -10.144 4.468
H 3.996 -9.482 5.930
H 4.650 -9.055 4.336
C -1.117 3.284 3.127
O -0.036 3.403 4.059
P 0.212 2.187 5.043
O 0.485 0.905 4.403
O -1.076 2.166 5.985
C -1.465 3.360 6.665
O 1.367 2.750 5.972
C 1.908 1.845 6.938
H -0.770 3.616 2.150
H -1.475 2.257 3.048
H -1.936 3.926 3.453
H -2.450 3.661 6.309
H -0.763 4.177 6.501
H -1.522 3.150 7.733
H 1.110 1.328 7.475
H 2.495 2.421 7.648
H 2.552 1.117 6.445

Here are the Mulliken charges for atoms 1 to 8, given in e:
1 C -0.182
2 C -0.460
3 C -0.847
4 C 0.699
5 C -0.383
6 C -0.373
7 O -0.692
8 C 0.221

---

No. 3
Molecular formula: C38H64Cl18IN2O3
Method: DFT, ωB97M-V/def2-TZVPD

Calculated values
Total energy = -283069.4463 eV
Multiplicity = 2
Molar mass = 1362.0 g mol⁻¹
LUMO energy (spin up / spin down) = 0.41 / 0.28 eV
Gap between HOMO and LUMO (spin up / spin down) = 8.8 / 8.9 eV

Positions of all 126 atoms, in Å:
C 3.890 -2.952 2.391
C 2.859 -1.731 2.563
C 2.905 -1.377 4.128
C 1.443 -2.307 2.162
C 0.537 -1.356 1.263
C -0.963 -1.569 1.773
C -1.549 -2.990 1.441
C -3.086 -3.029 1.793
O -3.461 -2.980 2.945
N -4.108 -3.096 0.725
C -5.227 -2.239 1.097
C -6.509 -2.768 1.588
C -7.598 -1.852 1.964
C -7.459 -0.399 1.870
C -6.190 0.137 1.375
C -5.112 -0.774 0.988
C 0.678 -1.745 -0.256
C -0.372 -1.071 -1.207
O -1.427 -1.576 -1.451
I -0.009 0.839 -2.234
C 0.903 0.144 1.615
C 2.452 0.506 1.579
C 2.695 1.309 0.222
C 2.683 1.605 2.731
N 3.371 -0.647 1.697
O 3.830 -1.066 0.559
H 4.936 -2.568 2.418
H 3.689 -3.734 3.175
H 3.647 -3.456 1.412
H 3.327 -2.266 4.663
H 3.692 -0.577 4.231
H 1.903 -1.058 4.506
H 0.886 -2.489 3.127
H 1.507 -3.304 1.646
H -0.954 -1.479 2.898
H -1.654 -0.756 1.415
H -1.055 -3.798 2.052
H -1.461 -3.299 0.371
H -4.472 -4.055 0.646
H -6.694 -3.859 1.702
H -8.576 -2.231 2.359
H -8.314 0.261 2.156
H -6.038 1.242 1.276
H -4.165 -0.321 0.595
H 0.481 -2.856 -0.323
H 1.694 -1.579 -0.698
H 0.402 0.421 2.587
H 0.395 0.789 0.836
H 3.705 1.787 0.281
H 2.525 0.689 -0.688
H 1.950 2.156 0.167
H 3.729 1.431 3.102
H 1.997 1.399 3.593
H 2.515 2.630 2.326
Cl 2.682 2.076 -6.652
C 1.674 0.685 -6.179
C 2.279 -0.632 -6.608
Cl 2.256 -0.838 -8.378
H 0.681 0.827 -6.603
H 1.587 0.714 -5.092
H 1.704 -1.458 -6.186
H 3.310 -0.727 -6.271
Cl -0.777 -5.310 -1.946
C -1.327 -4.331 -3.332
C -1.170 -5.063 -4.644
Cl 0.543 -5.280 -5.094
H -0.772 -3.395 -3.326
H -2.379 -4.104 -3.159
H -1.636 -4.489 -5.446
H -1.638 -6.048 -4.611
Cl 5.984 -1.636 4.938
C 6.866 -0.684 3.716
C 7.401 0.612 4.279
Cl 6.098 1.764 4.670
H 6.195 -0.510 2.873
H 7.695 -1.302 3.371
H 8.042 1.098 3.543
H 7.985 0.445 5.183
Cl -1.468 4.161 -0.046
C -2.010 5.145 -1.431
C -1.855 4.415 -2.745
Cl -0.145 4.191 -3.191
H -1.451 6.079 -1.423
H -3.062 5.378 -1.260
H -2.317 4.993 -3.546
H -2.327 3.433 -2.716
Cl -2.742 8.047 -3.143
C -1.416 9.148 -2.686
C -0.394 9.301 -3.790
Cl 0.538 7.807 -4.053
H -0.962 8.770 -1.770
H -1.871 10.114 -2.467
H 0.323 10.079 -3.524
H -0.863 9.578 -4.734
Cl -5.585 9.623 -3.650
C -7.208 8.897 -3.550
C -7.483 8.303 -2.187
Cl -6.489 6.857 -1.873
H -7.294 8.150 -4.338
H -7.924 9.694 -3.756
H -8.525 7.989 -2.124
H -7.294 9.022 -1.391
Cl -0.800 0.154 5.159
C -2.428 -0.574 5.250
C -2.713 -1.161 6.613
Cl -1.722 -2.604 6.943
H -2.509 -1.326 4.465
H -3.142 0.222 5.033
H -3.756 -1.474 6.668
H -2.531 -0.438 7.407
Cl -3.587 -7.301 -4.096
C -3.601 -8.488 -5.426
C -3.964 -7.858 -6.751
Cl -5.666 -7.334 -6.802
H -4.293 -9.287 -5.158
H -2.597 -8.912 -5.481
H -3.833 -8.584 -7.554
H -3.339 -6.992 -6.968
Cl 10.010 -1.769 2.976
C 11.625 -1.391 3.626
C 11.614 -0.153 4.494
Cl 11.317 1.328 3.549
H 12.312 -1.286 2.787
H 11.938 -2.253 4.217
H 12.584 -0.031 4.977
H 10.852 -0.215 5.271

Here are the Mulliken charges for atoms 1 to 8, given in e:
1 C -1.468
2 C 1.692
3 C -1.301
4 C -2.248
5 C 2.605
6 C -1.319
7 C 0.208
8 C -0.153

---

No. 4
Molecular formula: C38H65As2MnN5O4P2S5
Method: DFT, ωB97M-V/def2-TZVPD

Calculated values
Total energy = -281860.4869 eV
Multiplicity = 5
ΔE to the lowest compared entry with this formula, charge and spin = 2.0628 eV
Molar mass = 1083.0 g mol⁻¹
LUMO energy (spin up / spin down) = 1.67 / 1.67 eV
Gap between HOMO and LUMO (spin up / spin down) = 5.4 / 5.8 eV
Charge = -1

Positions of all 122 atoms, in Å:
Mn -0.799 -0.241 -0.071
C 2.635 -3.422 1.512
N 2.418 -2.419 2.553
C 2.669 -2.897 3.901
P 1.423 -1.154 2.230
O 0.707 -1.328 0.951
O 0.354 -1.201 3.471
P -1.171 -0.651 3.290
O -1.314 0.192 2.081
N -2.079 -2.008 3.255
C -3.345 -1.977 2.525
C -1.617 -3.334 3.617
N -1.489 0.144 4.694
C -1.616 -0.636 5.913
C -0.876 1.450 4.915
N 2.243 0.253 2.386
C 1.654 1.498 1.879
C 3.084 0.440 3.559
H 3.685 -3.721 1.512
H 2.380 -3.022 0.531
H 2.015 -4.305 1.693
H 3.738 -3.074 4.045
H 2.138 -3.840 4.080
H 2.335 -2.174 4.642
H -3.570 -0.963 2.203
H -4.155 -2.328 3.170
H -3.281 -2.616 1.638
H -0.628 -3.288 4.066
H -1.568 -3.973 2.729
H -2.305 -3.791 4.335
H -2.209 -1.530 5.731
H -2.129 -0.028 6.660
H -0.639 -0.928 6.319
H -0.839 2.034 4.001
H 0.139 1.349 5.322
H -1.481 1.998 5.639
H 1.029 1.297 1.006
H 2.463 2.149 1.551
H 1.052 2.017 2.628
H 3.800 -0.376 3.650
H 2.503 0.521 4.486
H 3.643 1.366 3.430
S -2.285 3.961 -3.798
As -3.992 2.919 -3.127
S -2.305 1.123 -0.913
S -3.453 0.730 -2.588
S -5.023 3.772 -1.494
C -0.718 6.769 0.665
C -1.856 5.862 0.211
C -1.380 4.482 -0.228
S -1.280 3.252 1.088
O -0.536 3.904 2.236
C -3.060 3.187 1.558
C -3.392 3.939 2.844
C -4.029 3.032 3.894
H -1.094 7.750 0.960
H 0.000 6.916 -0.145
H -0.194 6.326 1.512
H -2.385 6.310 -0.632
H -2.589 5.766 1.014
H -0.373 4.517 -0.651
H -2.036 4.042 -0.981
H -3.264 2.119 1.646
H -3.615 3.543 0.690
H -4.073 4.762 2.614
H -2.476 4.384 3.244
H -4.993 2.653 3.551
H -4.192 3.566 4.832
H -3.388 2.174 4.100
C 2.905 4.274 -1.317
C 2.570 2.829 -1.566
C 1.533 2.473 -2.411
C 1.202 1.140 -2.642
C 0.157 0.840 -3.669
C 1.884 0.126 -1.948
As 1.342 -1.765 -2.055
N -0.420 -1.573 -1.515
C -1.092 -2.740 -1.252
C -0.626 -4.036 -1.573
C -1.366 -5.167 -1.278
C -2.611 -5.080 -0.669
C -3.109 -3.813 -0.382
C -2.377 -2.675 -0.660
C 1.365 -2.085 -4.030
C 0.281 -2.304 -4.890
C -1.162 -2.010 -4.575
C 0.521 -2.772 -6.186
C 1.789 -3.011 -6.673
C 2.015 -3.529 -8.067
C 2.860 -2.751 -5.828
C 2.668 -2.303 -4.531
C 3.892 -2.038 -3.694
C 2.951 0.475 -1.103
C 3.779 -0.537 -0.346
C 3.289 1.815 -0.947
H 2.311 4.926 -1.955
H 3.961 4.473 -1.510
H 2.702 4.548 -0.279
H 0.955 3.240 -2.914
H -0.342 1.751 -3.992
H -0.601 0.165 -3.277
H 0.621 0.361 -4.534
H 0.327 -4.156 -2.078
H -0.966 -6.138 -1.545
H -3.191 -5.968 -0.458
H -4.101 -3.708 0.047
H -2.821 -1.694 -0.486
H -1.329 -1.726 -3.546
H -1.783 -2.876 -4.811
H -1.503 -1.178 -5.195
H -0.334 -2.933 -6.833
H 1.081 -3.567 -8.626
H 2.435 -4.537 -8.045
H 2.713 -2.895 -8.615
H 3.873 -2.903 -6.187
H 4.795 -2.232 -4.272
H 3.909 -2.669 -2.802
H 3.917 -1.000 -3.360
H 3.196 -1.412 -0.063
H 4.187 -0.088 0.560
H 4.618 -0.887 -0.953
H 4.118 2.075 -0.294

Here are the Mulliken charges for atoms 1 to 8, given in e:
1 Mn 0.042
2 C -0.546
3 N 0.616
4 C -1.151
5 P -1.406
6 O 0.980
7 O -0.266
8 P -0.298